DFT (wB97M-V/def2-TZVPD) results for a structure of composition C15H35FInN5O5.

CARTESIAN COORDINATES (ANGSTROEM)
In  -2.96282  20.66155  -18.62846
F  -3.05224  17.87318  -17.63356
O  -0.10248  19.79281  -18.95268
O  -2.36258  18.68849  -20.59913
O  -4.89337  13.56566  -16.59412
O  -5.18425  20.06365  -17.04272
O  -1.54337  20.51554  -16.25530
N  -2.66750  16.60728  -20.01305
N  1.16504  17.93880  -18.54851
N  -1.78717  18.52685  -15.22603
N  -4.58307  15.58778  -17.55129
N  -4.85891  18.46503  -15.57728
C  -1.35676  19.80625  -15.25188
C  0.93494  19.14531  -19.08096
C  -2.67769  17.56103  -20.97030
C  -6.79917  19.98717  -15.30039
C  -2.67217  14.40915  -16.53708
C  -3.20941  17.24455  -22.33219
C  1.99234  19.63362  -20.04883
C  0.26858  17.22235  -17.65198
C  -5.97799  15.85429  -17.83654
C  -5.01332  17.71258  -14.33266
C  -4.14233  14.47500  -16.88087
C  -5.57489  19.51804  -15.99606
C  -2.93099  15.20365  -20.06546
C  -0.73125  20.39834  -14.02115
C  -1.21900  17.50182  -14.33975
H  0.38838  17.66012  -16.65786
H  -2.50772  14.07025  -15.52025
H  -4.15312  18.17293  -16.25884
H  1.88930  17.35142  -18.92613
H  -6.58808  20.95599  -14.84524
H  -6.28490  15.25972  -18.70380
H  -4.05225  17.25353  -14.11782
H  2.09394  18.94754  -20.89029
H  -2.23335  15.41241  -16.61726
H  -4.26899  16.99193  -22.25884
H  0.63305  16.20151  -17.54740
H  0.35143  20.25255  -14.07603
H  -2.13397  18.15604  -16.11268
H  -6.06048  16.91180  -18.07889
H  -2.44115  16.95992  -19.07549
H  -7.68806  20.07288  -15.91981
H  -3.23579  14.85265  -21.04426
H  -1.13225  19.99851  -13.09431
H  -6.64127  15.59878  -17.01090
H  -1.55176  17.64440  -13.31113
H  -3.14982  18.15133  -22.92827
H  -3.79585  15.07048  -19.36025
H  -5.28613  18.37899  -13.52012
H  -0.77722  17.21522  -17.93854
H  -5.76464  16.93479  -14.48818
H  -1.65704  16.55422  -14.64585
H  -2.66763  16.45345  -22.84682
H  2.95310  19.73262  -19.54128
H  -2.16141  13.77668  -17.26213
H  -3.96046  16.39160  -17.71518
H  -7.09297  19.30342  -14.50081
H  -2.15777  14.60035  -19.58525
H  1.71827  20.60410  -20.44827
H  -0.13206  17.47065  -14.38381
H  -0.86618  21.47678  -14.04450

Atomic forces in eV per Å
0.7017 -2.1660 1.3226
-0.0601 -0.0283 -0.2781
-0.5477 0.1173 0.8280
0.4559 1.2340 0.3353
-0.1298 0.5112 -0.2375
0.0550 1.0890 -1.2670
-0.4250 0.5431 -0.3376
0.7894 -1.2067 0.4588
-0.5503 -0.9783 0.2817
0.7572 -0.2561 0.1445
-0.1990 0.7434 -0.4857
-0.4734 0.1211 0.3704
-0.9169 -0.4759 -0.3459
-0.0769 0.2162 -1.7386
-1.2131 -0.3733 -0.1391
-0.2848 -0.1240 1.1306
0.1307 1.2237 -0.4654
0.0813 0.3950 -0.2005
0.2499 0.1554 0.2763
0.6928 0.2245 0.6388
0.1355 -0.1290 -0.2255
-0.0002 0.1253 -0.7844
0.1034 -1.3221 0.8798
0.7118 -0.9497 -0.3305
-0.6171 0.7426 -0.0230
0.4513 0.3556 -0.3225
-0.7079 0.3322 0.2656
-0.3984 0.0184 -0.0135
-0.1687 -0.3763 -0.0511
0.0303 0.2059 0.1559
0.3652 0.5017 -0.1054
-0.0961 0.0653 -0.1030
-0.2112 0.0468 0.0792
-0.0452 -0.0371 0.1507
0.0533 -0.1174 0.0983
0.0618 -0.1102 -0.0547
0.0512 -0.2213 0.0456
-0.0525 -0.0376 -0.2128
-0.0429 -0.2200 0.1690
0.0867 0.4533 -0.1389
-0.0891 -0.0058 -0.0215
-0.0526 0.4600 -0.0562
0.3420 0.1445 -0.5069
0.2031 -0.0327 -0.0911
0.0429 -0.1860 -0.0467
0.1415 -0.1386 0.0825
0.2163 0.1390 0.0461
0.1158 -0.0179 -0.0295
-0.1235 -0.1358 0.0422
-0.0727 -0.1186 0.0952
-0.0089 0.2765 -0.1249
-0.0109 -0.0192 0.3520
0.2874 -0.1085 -0.0934
-0.0264 -0.1157 0.1082
0.0427 -0.1080 -0.1035
0.0048 -0.2583 0.2073
0.1052 -0.1251 0.4812
0.1950 0.0474 0.0175
0.2239 0.1257 -0.2278
-0.1277 0.0295 0.1019
0.0011 -0.1311 0.0313
-0.1571 -0.0133 -0.0341

Computed properties:
Net charge: +2
Strongest force on any atom, eV/Å: 2.6
HOMO level, eV: -14.96
HOMO-LUMO gap, eV: 2.952

List of Mulliken charges in e, atom by atom: 1.30 -0.79 -0.42 -0.42 -0.55 -0.51 -0.40 0.39 -0.11 0.82 0.39 0.71 0.70 0.48 0.86 -1.31 -0.47 -1.54 -1.36 -0.53 -1.04 -1.06 0.73 0.80 -0.68 -1.39 -1.21 0.23 0.43 -0.37 0.29 0.31 0.33 0.25 0.38 -0.21 0.39 0.46 0.30 -0.57 0.35 -0.40 0.36 0.43 0.37 0.37 0.38 0.36 0.21 0.49 0.03 0.30 0.33 0.44 0.38 0.24 -0.05 0.41 0.25 0.33 0.41 0.42

=====

DFT (wB97M-V/def2-TZVPD) results for a cluster of 2 separate species, C2H6N2 in total.

CARTESIAN COORDINATES (ANGSTROEM)
N  -2.74577  4.34409  4.88084
N  2.96299  -4.96316  -4.76778
C  2.02943  -4.66618  -3.88736
C  -2.12762  4.71253  3.78265
H  -3.79002  4.50594  4.59040
H  1.32482  -5.49584  -3.72226
H  3.83766  -4.71888  -4.44146
H  -1.23294  4.21178  3.41671
H  -2.35432  5.79809  3.31731
H  2.09575  -3.72838  -3.16904

Atomic forces in eV per Å
-1.3447 -1.0414 -4.2193
-4.2786 -1.7155 2.1640
2.8548 0.1689 -0.5776
-0.9300 2.3686 1.8094
1.9648 1.1345 1.8410
-0.9182 1.2273 -0.5085
2.4346 2.4469 -0.0616
0.4697 0.3261 0.5293
-0.1597 -2.7876 0.0395
-0.0926 -2.1279 -1.0161

Computed properties:
Net charge: 0
Strongest force on any atom, eV/Å: 5.1
HOMO level, eV: -9.54
SMILES: C=N.C=N
HOMO-LUMO gap, eV: 10.177

List of Mulliken charges in e, atom by atom: -0.46 -0.48 -0.21 -0.25 0.26 0.24 0.23 0.25 0.20 0.21

=====

DFT (wB97M-V/def2-TZVPD) results for a structure of composition C33H36BiIN4O4SeSi.

CARTESIAN COORDINATES (ANGSTROEM)
Bi  0.18217  -0.17307  -0.25357
I  -5.72098  1.33246  -2.83289
Se  0.38738  -0.45711  2.38799
Si  -1.89382  2.63444  1.62027
O  0.84285  -2.18175  -0.70893
O  -4.23053  1.06520  0.71515
O  0.16342  -4.21651  -1.32235
O  -1.89870  1.25948  0.62050
N  -1.43839  1.37158  -2.50528
N  3.01131  -0.31422  -1.65841
N  0.85679  -0.66612  -3.21432
N  -1.64107  -1.32901  -0.28445
C  -0.14537  -0.98991  -3.98919
C  -2.08713  3.67472  -2.58197
C  -3.05777  3.96321  1.03395
C  -1.50046  -2.63498  -0.68707
C  2.82721  1.53250  -5.44326
C  0.70094  0.27890  -5.82825
C  -2.90899  -0.80169  0.00600
C  -3.02859  0.46594  0.42870
C  -3.42598  3.31359  -2.67489
C  -0.25367  -0.55971  -5.32827
C  -2.31393  2.14736  3.36631
C  -3.87170  -2.94601  -0.61391
C  -4.05075  -1.67727  -0.20327
C  3.31488  -1.54879  1.33184
C  3.93357  1.22948  -3.31109
C  -2.72109  1.02768  -2.61230
C  -1.13754  2.67521  -2.49393
C  1.46082  -1.75120  4.66126
C  3.56466  -2.95918  4.84382
C  1.74767  -1.47601  3.32076
C  2.96990  0.34886  -2.88585
C  2.94524  -1.89678  2.74413
C  -3.74152  1.96888  -2.69547
C  1.80129  0.65370  -5.02119
C  -2.54807  -3.46294  -0.85861
C  3.85237  1.82625  -4.58814
C  3.83079  -2.64030  3.51861
C  -0.08226  -3.09997  -0.93111
C  4.53532  -3.78392  5.65073
C  0.19862  -1.26308  5.32859
C  -0.13160  3.21765  1.46147
C  1.84852  0.10259  -3.72511
C  2.38144  -2.49060  5.39746
H  -4.09795  3.73394  1.26717
H  -2.01770  2.93965  4.06231
H  2.59235  -1.24151  -1.68323
H  -5.03423  -1.26839  -0.01442
H  4.78044  1.44341  -2.66889
H  -2.94068  -0.03466  -2.65834
H  0.18282  3.28713  0.41508
H  -1.78018  1.23709  3.64618
H  2.16170  -2.70598  6.43923
H  -1.79697  4.71793  -2.57554
H  5.53930  -3.35702  5.61163
H  -0.03015  4.21277  1.90966
H  -3.38590  1.97353  3.50998
H  -4.72593  -3.59655  -0.75840
H  2.78864  1.95766  -6.43993
H  -0.92656  -1.60665  -3.54608
H  3.91308  -0.30835  -1.21086
H  0.63534  0.65773  -6.84219
H  -2.97841  4.09970  -0.04758
H  -4.20473  4.06345  -2.73024
H  3.26607  -0.46409  1.19033
H  0.18796  -1.54004  6.38152
H  4.32579  -1.88669  1.10310
H  -2.36474  -4.48222  -1.16499
H  4.75791  -2.98016  3.06598
H  4.22688  -3.84036  6.69490
H  -0.07817  2.91366  -2.42885
H  4.59503  -4.80312  5.26165
H  0.11816  -0.17702  5.24800
H  -2.79642  4.91122  1.51781
H  4.63474  2.50822  -4.89802
H  0.54881  2.54175  1.98828
H  2.63152  -2.01807  0.62218
H  -1.09743  -0.87463  -5.92928
H  -0.68389  -1.68318  4.84058
H  -4.47373  0.90026  1.63684

Atomic forces in eV per Å
0.4170 -0.2640 -0.4726
0.0847 0.0010 0.0125
-0.0150 0.1197 0.6944
0.1472 0.1514 0.0183
-0.1541 -0.0269 0.1316
0.0410 0.1327 0.0257
-0.0195 0.1180 0.0922
-0.2796 -0.2004 -0.1788
-0.2515 0.2153 0.0829
-0.2073 0.0607 -0.0799
-0.1395 -0.2514 -0.1333
-0.1651 0.0586 -0.2829
0.0192 0.0089 0.0441
-0.0922 0.0531 -0.0460
-0.0229 0.0348 -0.1243
0.0362 0.1114 0.0992
0.0696 0.0396 -0.0367
-0.0085 -0.0170 -0.0083
0.2030 0.0443 -0.0469
0.0587 -0.0583 0.3482
0.0310 0.0282 -0.0091
-0.0244 0.0483 -0.0356
-0.0709 -0.1047 0.0862
0.0396 -0.0033 0.0033
-0.0316 -0.0646 -0.0242
-0.1012 0.0155 0.0537
0.0123 -0.0280 0.0184
0.1988 0.0426 -0.0777
0.1342 -0.2404 -0.0339
-0.0739 -0.0092 0.1055
-0.0043 0.0155 0.0286
-0.1818 0.0786 -0.2922
0.2317 -0.0081 0.1315
0.1854 -0.0519 0.0063
-0.0925 -0.0845 0.0125
-0.0770 -0.0019 0.0344
-0.0599 -0.0815 -0.0041
-0.0637 -0.0148 -0.0070
-0.0164 -0.0014 -0.0121
0.0773 0.0395 -0.1193
-0.0679 0.0355 -0.0643
0.1181 -0.0654 -0.1687
0.0487 0.0288 0.1429
-0.1588 0.0686 -0.0639
0.0447 -0.0307 0.0363
0.0331 -0.0159 -0.0154
-0.0306 -0.0423 -0.0710
0.0313 0.1034 0.0374
0.0168 -0.0358 -0.0358
0.0086 -0.0055 -0.0366
-0.0066 0.0458 0.0878
-0.0443 0.0215 0.0418
0.0229 0.0137 0.0168
-0.0039 0.0072 -0.0465
0.0208 -0.0493 0.0017
-0.0152 -0.0198 0.0146
0.0108 -0.0900 -0.0735
0.0771 0.0475 -0.0251
0.0019 0.0540 0.0036
-0.0049 -0.0085 0.0613
0.0708 0.0337 -0.0510
0.0651 -0.0126 0.0309
-0.0040 -0.0034 0.0266
-0.0047 0.0328 0.0996
0.0308 -0.0055 -0.0048
-0.0057 -0.0278 -0.0252
0.0072 -0.0107 0.0005
0.0185 0.0136 0.0199
-0.0214 0.0399 0.0019
-0.0221 0.0233 0.0147
0.0247 0.0013 -0.0232
-0.0774 0.0098 0.0420
0.0080 0.0268 0.0195
-0.0245 0.0007 0.0570
-0.0066 -0.0767 -0.0402
-0.0129 -0.0263 0.0155
-0.0300 0.0536 -0.0749
0.0088 0.0039 0.0269
0.0315 0.0132 0.0332
-0.0034 0.0088 0.0414
0.0104 -0.0664 -0.0586

Computed properties:
Net charge: 0
Strongest force on any atom, eV/Å: 0.7
HOMO level, eV: -6.43
HOMO-LUMO gap, eV: 6.491

List of Mulliken charges in e, atom by atom: 0.96 0.09 -0.20 0.68 -0.44 -0.57 -0.69 -0.30 0.31 -0.22 0.25 0.60 -0.36 -1.10 -0.97 0.24 -0.89 -0.75 0.43 -0.16 -0.16 -0.92 -1.02 -0.60 -1.19 -1.14 -0.62 -0.42 -0.22 0.81 0.55 0.37 -0.09 1.07 -0.42 1.07 -0.57 -0.77 -0.95 0.06 -1.52 -1.69 -0.90 0.47 -1.07 0.26 0.41 0.21 0.58 0.41 0.58 0.25 0.08 0.26 0.43 0.35 0.45 0.31 0.43 0.40 0.49 0.26 0.41 0.19 0.37 0.30 0.40 0.33 0.55 0.36 0.34 0.54 0.32 0.31 0.44 0.38 0.24 0.14 0.43 0.37 0.35

=====

Q: The highest HOMO-LUMO gap belongs to which entry?
A: C2H6N2